Entry 1:
86
Properties=species:S:1:pos:R:3:forces:R:3:lowdin_spin:R:1 method="wB97M-V/def2-TZVPD" multiplicity=2 e_tot_ha=-4869.595155 largest_force_ev_per_a=7.8 total_charge=+1
O 19.8200 3.0793 19.1405 2.109 2.138 -0.902 -0.31
V 20.3251 4.4451 18.6032 -7.361 -2.453 0.740 1.29
O 16.8359 5.8467 16.3928 -0.018 -1.240 1.757 0.00
C 17.2266 4.8647 17.2928 -1.647 -1.205 0.308 0.00
O 18.4042 4.8828 17.7190 4.346 0.969 0.787 0.01
O 16.3255 4.0902 17.6656 1.111 0.737 -0.171 0.01
H 15.9262 5.6236 16.7020 -0.676 1.227 -1.692 0.00
O 17.4965 5.6801 9.9894 -1.352 1.002 0.858 0.00
P 16.1684 6.0123 10.6220 0.626 0.857 -1.611 0.00
N 16.3212 6.5776 12.1885 0.205 0.147 1.750 0.00
C 15.2656 7.0936 13.0811 -2.006 -0.012 -1.354 0.00
C 17.6060 6.3718 12.8784 0.161 0.650 -1.749 0.00
N 15.2085 4.6658 10.6852 -1.483 -0.807 -0.627 0.00
C 14.6577 4.0618 9.4301 0.716 0.474 0.940 0.00
C 14.8302 3.9541 11.9000 1.900 1.143 1.345 0.00
N 15.2961 7.2333 9.7487 1.297 -1.977 1.028 0.00
C 15.8878 7.9651 8.6254 -0.301 0.391 0.740 0.00
C 13.8899 7.4532 10.0294 0.196 -0.436 -0.830 0.00
H 15.2877 6.8467 14.1411 0.629 -0.454 -0.149 0.00
H 14.2953 6.7476 12.7108 0.051 -0.715 0.301 0.00
H 14.9755 8.1491 13.0332 1.277 0.483 -0.157 0.00
H 18.3619 6.7514 12.1858 0.343 -0.333 0.082 0.00
H 17.8122 5.3167 13.0608 -0.085 0.027 0.414 0.00
H 17.6911 7.0248 13.7423 -0.393 -0.391 0.258 0.00
H 14.3305 3.0603 9.6991 -0.208 0.052 -0.169 0.00
H 13.8241 4.6510 9.0497 -0.013 -0.100 -0.202 0.00
H 15.4506 3.9432 8.6928 -0.073 0.249 -0.139 0.00
H 14.6209 2.8947 11.7829 -0.615 0.235 -0.432 0.00
H 15.7166 3.9322 12.5480 0.187 -0.128 0.015 0.00
H 14.1670 4.5339 12.5456 -0.840 -0.499 -0.347 0.00
H 16.6818 7.4087 8.1332 -0.122 -0.124 0.057 0.00
H 15.0962 8.2452 7.9281 0.000 -0.351 -0.205 0.00
H 16.2896 8.9197 8.9765 0.224 0.035 -0.020 0.00
H 13.3438 7.0641 9.1635 -0.460 0.413 -0.013 0.00
H 13.6841 8.5134 10.1836 -0.170 -0.035 0.078 0.00
H 13.5404 6.8609 10.8727 0.155 0.168 0.098 0.00
C 11.4554 7.2648 18.2598 -0.164 -1.236 0.582 0.00
S 12.0211 6.2216 16.8938 1.785 -0.378 -1.121 0.00
O 12.9352 6.9705 15.9311 -1.169 -0.170 1.034 0.00
C 13.2790 5.1287 17.6838 -0.236 0.338 1.003 0.00
H 12.2598 7.7602 18.7982 -0.160 0.649 -0.443 0.00
H 10.9812 6.6037 18.9939 0.295 -0.466 -0.066 0.00
H 10.5630 7.7841 17.9152 0.638 0.837 -0.276 0.00
H 13.7216 4.4656 16.9446 -0.419 0.044 -0.227 0.00
H 12.9163 4.5538 18.5381 -0.399 -0.163 -0.247 0.00
H 14.1053 5.7079 18.1008 -0.141 0.490 -0.243 0.00
C 20.1913 2.2951 13.6146 0.478 0.607 0.525 0.00
S 19.1680 3.3802 14.7223 0.680 -0.091 0.257 0.00
O 19.4388 2.8961 16.1304 0.384 -0.129 -0.032 0.00
C 20.1886 4.8772 14.6459 0.482 0.663 -0.038 0.00
H 20.3807 2.6576 12.6039 -0.629 0.349 0.006 0.00
H 19.7601 1.2978 13.5780 -0.137 0.111 0.185 0.00
H 21.1751 2.2875 14.0871 -0.075 -0.308 0.230 0.00
H 21.1848 4.6354 14.2763 -0.161 0.137 -0.498 0.00
H 20.3732 5.3307 15.6240 -0.474 -0.709 0.476 0.00
H 19.6943 5.7155 14.1567 0.130 -0.383 -0.721 0.00
C 19.6058 6.9538 22.4341 1.432 -0.279 -0.277 0.00
S 18.9168 6.7700 20.8018 -1.223 0.124 -0.280 0.00
O 19.2784 5.3520 20.3319 1.468 -0.488 -0.873 0.01
C 17.0913 6.6427 21.1785 0.798 0.201 0.256 0.00
H 19.8342 8.0165 22.5162 -0.613 0.083 0.559 0.00
H 20.6093 6.5241 22.3536 0.019 -0.098 -0.291 0.00
H 19.1865 6.4220 23.2851 -0.681 0.369 -0.172 0.00
H 16.7790 5.6676 20.8159 0.125 -0.062 0.088 0.00
H 16.4828 7.4234 20.7261 0.468 0.148 -0.281 0.00
H 17.0282 6.7397 22.2603 -0.228 -0.273 -0.033 0.00
C 18.9917 8.6268 15.6511 -1.262 -0.253 -0.136 0.00
S 18.4227 9.8141 14.3861 0.973 1.618 0.508 0.00
O 17.3147 10.6502 14.9704 0.960 -1.080 -0.249 0.00
C 19.9657 10.8306 14.5300 -0.203 0.386 -0.128 0.00
H 19.9679 8.1544 15.5563 0.157 0.453 -0.431 0.00
H 18.2413 7.8519 15.4868 0.004 -0.197 0.871 0.00
H 18.8740 9.1390 16.6053 -0.052 -0.186 0.089 0.00
H 20.0448 11.4919 13.6683 0.095 -0.292 -0.195 0.00
H 20.8444 10.2016 14.6643 -0.056 -0.130 -0.460 0.00
H 19.9553 11.5076 15.3861 -0.588 -0.264 0.239 0.00
C 16.4025 2.6863 23.2178 -0.039 -0.124 -0.709 0.00
S 17.3573 3.0966 21.6928 -0.237 -2.330 0.246 0.00
O 18.4229 2.0232 21.7142 -0.287 1.057 -0.289 0.00
C 16.0707 2.5047 20.4818 0.048 0.896 0.786 0.00
H 15.9362 1.7105 23.0832 -0.002 0.035 -0.238 0.00
H 15.6277 3.4304 23.3989 0.158 0.081 0.281 0.00
H 17.1299 2.5379 24.0133 0.018 0.574 0.046 0.00
H 15.4510 1.7805 21.0047 0.148 -0.233 -0.266 0.00
H 16.5265 2.1449 19.5636 0.241 -0.057 0.206 0.00
H 15.4608 3.3713 20.2206 -0.057 -0.002 -0.042 0.00


Entry 2:
10
Properties=species:S:1:pos:R:3:forces:R:3:nbo_charge:R:1 method="wB97M-V/def2-TZVPD" smiles="Nc1noc(=O)[nH]1" e_tot_ha=-392.712855 largest_force_ev_per_a=2.2 e_above_lowest_kj_mol=211.9
N 0.1825 -1.6548 -0.7370 0.346 -0.669 0.469 -0.80
C 0.4640 -0.4130 -0.2490 -0.186 -0.221 0.236 0.54
N 1.0904 0.4966 -0.9173 -1.646 -0.478 -0.449 -0.22
O 0.2971 1.6289 -0.5446 1.159 1.637 0.816 -0.36
C -0.3178 1.4366 0.6517 0.160 0.584 -0.016 0.85
O -0.8150 2.3207 1.2899 0.007 -0.532 0.005 -0.58
N -0.2453 0.0706 0.8832 -0.065 0.184 -0.535 -0.69
H -0.7709 -1.8820 -0.4870 0.221 -0.408 0.010 0.40
H 0.3448 -1.7286 -1.7368 0.064 0.044 0.345 0.41
H -0.2298 -0.2750 1.8467 -0.060 -0.142 -0.881 0.44


Entry 3:
45
Properties=species:S:1:pos:R:3:forces:R:3:lowdin_spin:R:1 method="wB97M-V/def2-TZVPD" multiplicity=2 e_tot_ha=-865.478361 largest_force_ev_per_a=2.6 total_charge=+2
C -2.2781 2.3744 0.1441 -2.260 -0.991 0.869 0.00
C -0.8983 1.8321 0.3726 -0.058 -0.021 -0.122 0.00
C -0.8224 0.7194 1.4266 -0.488 1.142 -0.009 0.03
C 0.6559 0.4201 1.7997 0.339 -1.517 0.885 0.06
C 1.4240 -3.4211 1.8960 -1.289 -0.004 -0.963 0.09
C 1.1624 -2.0665 2.3202 0.655 -0.262 1.053 0.33
C 1.1482 -0.9494 1.4886 -0.811 0.834 -1.256 0.37
N -0.4365 1.3330 -0.9822 -0.875 1.455 0.838 0.00
H -2.9003 2.4083 1.0460 0.642 0.169 0.417 0.00
H -2.8673 1.6079 -0.3762 0.162 0.157 -0.529 0.00
H -2.4735 3.3334 -0.3195 0.797 0.018 -0.353 0.00
H -0.2339 2.6098 0.7471 0.243 0.123 -0.431 0.00
H -1.2806 1.2271 2.2771 0.195 -0.283 0.272 0.00
H -1.4683 -0.1350 1.2373 0.213 -0.218 -0.361 0.00
H 0.7460 0.5520 2.8769 0.074 0.273 -0.014 0.01
H 1.3177 1.1086 1.2825 0.030 0.181 -0.030 0.01
H 0.4580 -3.9622 1.7505 -0.137 0.253 0.411 0.04
H 1.7024 -3.4154 0.8382 0.926 -0.340 0.310 0.01
H 1.9091 -4.0219 2.6620 0.496 -0.008 -0.320 0.01
H 1.1461 -1.9295 3.4014 -0.364 0.336 -0.057 0.01
H 1.4765 -1.0707 0.4542 0.122 -0.381 0.095 0.01
H 0.5659 1.1981 -1.0290 0.023 -0.720 -0.511 0.00
H -1.0625 0.5663 -1.2470 0.636 -1.004 -0.095 0.00
H -0.6925 2.0550 -1.6695 0.259 0.284 0.007 0.00
H -1.2316 4.4593 -2.5005 -0.625 0.205 0.249 0.00
H -0.9408 3.2805 -3.2904 -0.485 -0.222 -0.403 0.00
O -1.6466 3.6067 -2.7079 1.430 -0.057 -0.033 0.00
H 2.1016 2.5495 2.8470 0.090 0.244 -0.052 0.00
H 1.4747 2.9694 4.1392 -0.256 0.269 0.021 0.00
O 1.2678 2.8791 3.1995 0.257 -0.293 0.146 0.00
H 4.2514 0.2302 -1.9728 -0.052 0.066 0.049 0.00
H 3.8513 1.3489 -1.0043 0.198 0.027 -0.158 0.00
O 3.4861 0.6731 -1.5847 -0.244 -0.053 0.150 0.00
H 1.6527 0.9318 -3.5721 0.499 0.013 0.433 0.00
H 0.3140 0.9107 -4.1782 -0.308 -0.045 0.193 0.00
O 0.7299 0.9692 -3.3057 -0.133 0.071 -0.845 0.00
H 0.5966 -3.6111 -1.2180 -0.089 -0.074 -0.239 0.00
H -0.5429 -2.9734 -0.4054 0.077 -0.323 -0.647 0.00
O -0.0611 -2.9076 -1.2557 0.752 0.364 0.510 0.01
H -2.1425 -4.2645 1.0530 -0.280 -0.287 -0.292 0.00
H -1.8425 -4.8093 -0.3911 -0.171 -0.110 0.186 0.00
O -1.8183 -4.0297 0.1753 -0.048 0.137 0.664 0.00
H -1.8216 -1.1541 -2.7989 -0.131 0.246 -0.033 0.00
H -1.9205 -2.1912 -1.7598 0.001 0.028 0.351 0.00
O -2.0556 -1.2412 -1.8661 -0.014 0.317 -0.352 0.00